# 1
{"formula": "C42H30N8O5S2Sm", "method": "wB97M-V/def2-TZVPD", "homo_lumo_gap_ev": [6.00, 6.00], "e_tot_ha": -3887.3349, "multiplicity": 6, "homo_ev": [-4.66, -4.67], "s2": 8.76, "total_charge": -1, "de_lowest_kj_mol": 0.00, "symbols": ["Sm", "C", "C", "C", "C", "C", "C", "N", "C", "C", "C", "C", "C", "C", "N", "N", "C", "C", "C", "C", "C", "N", "H", "H", "H", "H", "H", "H", "H", "H", "H", "H", "H", "H", "H", "C", "O", "C", "C", "C", "C", "C", "C", "N", "N", "C", "C", "O", "C", "C", "C", "C", "C", "C", "C", "C", "H", "H", "H", "H", "H", "H", "H", "H", "H", "H", "H", "H", "H", "O", "S", "O", "N", "C", "O", "C", "C", "C", "C", "C", "C", "H", "H", "H", "H", "S", "C", "N"], "coordinates": [[-0.1525, 0.7064, -0.2645], [-2.7104, 5.6099, -1.5728], [-3.5442, 4.5458, -1.9016], [-3.4169, 3.3265, -1.2585], [-2.4507, 3.1492, -0.2600], [-1.6143, 4.2191, 0.0647], [-1.7469, 5.4373, -0.5898], [-2.2283, 1.8882, 0.3242], [-3.2567, 1.2094, 0.8440], [-4.4988, 1.8167, 1.2255], [-5.4932, 1.0948, 1.8149], [-5.3681, -0.2911, 2.0654], [-4.2071, -0.9131, 1.7084], [-3.1557, -0.1888, 1.1115], [-2.0201, -0.8172, 0.6414], [-1.8705, -2.0441, 0.8916], [-0.7528, -2.6150, 0.2360], [-0.4058, -3.9104, 0.6212], [0.6302, -4.5293, -0.0453], [1.2564, -3.8588, -1.0922], [0.8495, -2.5727, -1.3890], [-0.1182, -1.9406, -0.7208], [-2.8071, 6.5603, -2.0829], [-4.2887, 4.6548, -2.6807], [-4.0390, 2.4909, -1.5512], [-0.8532, 4.0796, 0.8203], [-1.0853, 6.2534, -0.3248], [-4.6256, 2.8763, 1.0554], [-6.4076, 1.6036, 2.0994], [-6.1833, -0.8435, 2.5117], [-4.0676, -1.9748, 1.8543], [-0.9493, -4.3775, 1.4289], [0.9467, -5.5245, 0.2402], [2.0579, -4.3169, -1.6547], [1.3229, -2.0050, -2.1820], [1.0860, 2.9259, -2.7465], [1.5476, 1.8257, -1.9728], [2.5929, 1.0881, -2.4060], [3.2432, 1.3134, -3.6145], [4.3148, 0.5128, -3.9791], [4.7400, -0.5136, -3.1504], [4.0862, -0.7411, -1.9500], [3.0153, 0.0535, -1.5605], [2.2614, -0.1999, -0.3566], [2.8515, -1.0236, 0.3906], [2.2866, -1.5362, 1.5352], [1.1279, -1.0487, 2.1874], [0.4421, -0.0584, 1.7741], [0.6912, -1.7215, 3.3866], [1.3304, -2.8114, 3.8585], [2.4980, -3.3297, 3.2186], [3.1502, -4.4718, 3.7236], [4.2797, -4.9630, 3.1246], [4.7912, -4.3036, 1.9954], [4.1705, -3.1938, 1.4835], [2.9960, -2.6737, 2.0738], [0.6824, 2.5791, -3.6999], [1.8929, 3.6457, -2.8931], [0.2966, 3.3930, -2.1591], [2.9141, 2.1131, -4.2616], [4.8162, 0.6974, -4.9206], [5.5713, -1.1437, -3.4374], [4.3897, -1.5473, -1.3002], [-0.1921, -1.3154, 3.8621], [0.9628, -3.3165, 4.7456], [2.7354, -4.9521, 4.6028], [4.7776, -5.8393, 3.5191], [5.6918, -4.6730, 1.5202], [4.5809, -2.6966, 0.6180], [-4.7816, -1.3151, -3.1037], [-4.0887, -0.1568, -3.5975], [-4.8783, 0.9811, -3.9870], [-2.8939, 0.2913, -2.5843], [-1.7125, 0.1225, -3.1262], [-0.6105, 0.3555, -2.5576], [-1.7304, -0.4340, -4.5236], [-0.6647, -0.7298, -5.3537], [-0.9471, -1.2436, -6.6138], [-2.2617, -1.4570, -7.0217], [-3.3301, -1.1603, -6.1815], [-3.0277, -0.6451, -4.9383], [0.3517, -0.5605, -5.0204], [-0.1370, -1.4849, -7.2905], [-2.4534, -1.8614, -8.0076], [-4.3538, -1.3246, -6.4896], [3.5004, 4.0641, 0.7485], [2.1122, 3.2023, 0.6827], [1.1113, 2.5960, 0.6324]], "lowdin_spin": [5.05, 0.00, 0.00, 0.00, 0.00, 0.00, 0.00, -0.01, 0.00, 0.00, 0.00, 0.00, 0.00, 0.00, -0.01, 0.00, 0.00, 0.00, 0.00, 0.00, 0.00, 0.00, 0.00, 0.00, 0.00, 0.00, 0.00, 0.00, 0.00, 0.00, 0.00, 0.00, 0.00, 0.00, 0.00, 0.00, 0.00, 0.00, 0.00, 0.00, 0.00, 0.00, 0.00, -0.01, 0.00, 0.00, 0.00, -0.01, 0.00, 0.00, 0.00, 0.00, 0.00, 0.00, 0.00, 0.00, 0.00, 0.00, 0.00, 0.00, 0.00, 0.00, 0.00, 0.00, 0.00, 0.00, 0.00, 0.00, 0.00, 0.00, 0.00, 0.00, 0.00, 0.00, -0.01, 0.00, 0.00, 0.00, 0.00, 0.00, 0.00, 0.00, 0.00, 0.00, 0.00, 0.00, 0.00, -0.01]}

# 2
{"formula": "C35H31BrIIrN5OS", "method": "wB97M-V/def2-TZVPD", "homo_lumo_gap_ev": 5.60, "e_tot_ha": -5075.3091, "homo_ev": -9.10, "total_charge": 1, "de_lowest_kj_mol": 301.95, "symbols": ["Ir", "C", "C", "C", "C", "N", "C", "C", "C", "C", "C", "C", "N", "C", "C", "C", "C", "C", "N", "H", "H", "H", "H", "H", "H", "H", "H", "H", "H", "H", "O", "N", "C", "C", "C", "C", "C", "S", "H", "H", "H", "H", "C", "N", "C", "C", "C", "C", "C", "C", "C", "C", "H", "H", "H", "H", "H", "H", "H", "H", "H", "H", "H", "H", "Br", "C", "C", "C", "C", "C", "C", "I", "H", "H", "H", "H"], "coordinates": [[0.6880, 0.1037, -0.0418], [1.8550, -0.0797, 4.1438], [0.6648, -0.4806, 4.7214], [-0.3837, -0.8549, 3.8954], [-0.2202, -0.8056, 2.5265], [0.9129, -0.3306, 1.9697], [1.9306, -0.0009, 2.7654], [-1.2076, -1.2914, 1.5527], [-2.2026, -2.2175, 1.8091], [-2.9406, -2.7225, 0.7539], [-2.6522, -2.3086, -0.5351], [-1.6610, -1.3657, -0.7344], [-0.9985, -0.8344, 0.3113], [-1.2035, -0.8555, -2.0450], [-1.8860, -1.0536, -3.2290], [-1.3651, -0.5456, -4.4094], [-0.1568, 0.1242, -4.3708], [0.4716, 0.2919, -3.1496], [-0.0485, -0.1645, -2.0081], [2.7111, 0.1863, 4.7472], [0.5588, -0.5163, 5.7973], [-1.3326, -1.1724, 4.3067], [2.8320, 0.3244, 2.2625], [-2.3704, -2.5722, 2.8165], [-3.7143, -3.4575, 0.9299], [-3.1837, -2.7257, -1.3784], [-2.8312, -1.5783, -3.2182], [-1.9018, -0.6623, -5.3415], [0.2943, 0.5235, -5.2682], [1.4145, 0.8125, -3.0685], [2.7464, 0.6376, -0.1303], [3.3109, 1.8501, -0.2157], [4.6188, 1.9244, 0.1287], [5.3017, 3.0998, 0.0728], [4.6234, 4.2596, -0.3270], [3.2995, 4.1768, -0.6606], [2.6089, 2.9439, -0.6346], [0.9913, 2.7905, -1.1117], [5.0596, 0.9895, 0.4417], [6.3462, 3.1197, 0.3462], [5.1406, 5.2088, -0.3688], [2.7338, 5.0467, -0.9605], [-3.9306, 0.6883, 0.7181], [-3.7604, 1.8103, -0.1662], [-4.7646, 2.8399, 0.0130], [-2.3963, 2.2007, -0.4812], [-1.5195, 2.5621, 0.7098], [-1.9730, 3.5576, 1.5835], [-1.2434, 3.9485, 2.6902], [0.0012, 3.3830, 2.9218], [0.4975, 2.4459, 2.0314], [-0.2762, 2.0043, 0.9704], [-4.9802, 0.3890, 0.7269], [-3.6261, 0.9073, 1.7580], [-3.3414, -0.1452, 0.3623], [-5.7396, 2.4420, -0.2782], [-4.5454, 3.6974, -0.6232], [-4.8563, 3.1834, 1.0545], [-2.4589, 3.0580, -1.1543], [-1.9035, 1.3884, -1.0221], [-2.9116, 4.0495, 1.3675], [-1.6301, 4.7124, 3.3524], [0.5972, 3.6883, 3.7728], [1.4991, 2.0784, 2.1775], [3.2942, -3.4226, -4.2777], [2.5422, -4.6049, -3.0113], [2.3116, -5.9173, -3.4006], [1.7473, -6.8163, -2.5099], [1.4137, -6.4083, -1.2274], [1.6563, -5.1024, -0.8316], [2.2242, -4.1963, -1.7198], [2.6501, -2.2687, -1.0350], [2.5891, -6.2341, -4.3966], [1.5765, -7.8394, -2.8178], [0.9830, -7.1098, -0.5248], [1.4200, -4.7871, 0.1759]], "mulliken_charge": [0.82, -1.09, -0.70, -0.95, 0.66, 0.21, -0.01, 0.59, -0.66, -1.37, -0.38, 0.41, 0.28, 0.30, -0.86, -0.80, -0.92, -0.21, 0.44, 0.48, 0.46, 0.48, 0.58, 0.49, 0.49, 0.51, 0.49, 0.48, 0.50, 0.56, -0.19, 0.16, -0.35, -0.78, -0.25, -0.83, 0.70, -0.32, 0.47, 0.43, 0.40, 0.47, -0.81, 0.20, -1.13, -0.93, 1.09, -0.45, -1.06, -0.98, -0.71, 0.57, 0.44, 0.28, 0.21, 0.35, 0.34, 0.39, 0.70, -0.64, 0.49, 0.42, 0.51, 0.59, -0.18, 0.12, -0.40, -0.53, -0.66, -0.43, 0.30, 0.12, 0.40, 0.38, 0.39, 0.42]}

# 3
{"formula": "C3H7ClO2", "method": "wB97M-V/def2-TZVPD", "homo_lumo_gap_ev": 9.20, "e_tot_ha": -729.0520, "homo_ev": -8.69, "de_lowest_kj_mol": 365.53, "symbols": ["C", "C", "C", "O", "O", "Cl", "H", "H", "H", "H", "H", "H", "H"], "coordinates": [[-0.3785, 1.2770, -0.2956], [0.2288, -0.9840, 0.8314], [-0.3877, -0.2626, -0.2926], [-0.3716, -0.8029, -1.5063], [-2.2469, -0.4315, 0.4992], [-3.2790, 0.6443, -0.1812], [-0.0859, 1.7253, 0.6720], [-1.3339, 1.6457, -0.6186], [0.3890, 1.6141, -0.9604], [0.1636, -2.0424, 0.7297], [-0.1116, -0.9339, 1.8334], [1.2868, -0.8019, 0.5746], [-0.5276, -0.1806, -2.1639]], "mulliken_charge": [-1.38, -1.39, 1.19, -0.44, -0.47, -0.13, 0.29, 0.43, 0.44, 0.42, 0.39, 0.33, 0.33]}